# C53H121F6N7O5

A 10-piece molecular cluster, C53H121F6N7O5 overall at a distorted geometry (the ωB97M-V functional and the def2-TZVPD basis, OMol25).

Last column: Löwdin charge in e.
Positions of all 192 atoms, in Å:
1 C -8.8912 2.6179 12.1654  -0.0898
2 C -9.1625 1.1183 12.0765  -0.2743
3 N -8.0021 0.3150 11.6661  -0.1728
4 C -8.4583 -1.0564 11.4810  -0.2442
5 C -8.7987 -1.6646 12.8369  -0.0663
6 C -7.2929 0.8417 10.5036  -0.2369
7 C -8.1351 0.9336 9.2160  -0.0782
8 H -9.5863 3.1144 12.8487  0.0654
9 H -8.8576 3.1931 11.2427  0.0723
10 H -7.9502 2.7227 12.7194  0.0756
11 H -9.4498 0.8783 13.0997  0.0734
12 H -9.9702 0.8879 11.3698  0.0988
13 H -9.2981 -1.1026 10.7763  0.0975
14 H -7.6085 -1.6428 11.1176  0.1005
15 H -9.1820 -2.6834 12.7238  0.0774
16 H -7.8838 -1.6645 13.4280  0.0523
17 H -9.6084 -1.1374 13.3449  0.0473
18 H -6.4255 0.2049 10.3325  0.1120
19 H -6.9172 1.8394 10.7336  0.0993
20 H -9.1071 1.4206 9.2936  0.0671
21 H -8.3505 -0.0898 8.8907  0.0531
22 H -7.5719 1.4049 8.4099  0.0722
23 C -4.2621 -9.9895 13.9980  -0.0845
24 C -4.8575 -10.5887 15.2839  -0.2726
25 N -5.3868 -9.6315 16.2057  -0.1976
26 C -5.8251 -10.1582 17.4862  -0.2676
27 C -4.7258 -10.8440 18.2880  -0.0861
28 C -6.2538 -8.5854 15.6690  -0.2321
29 C -7.5190 -9.1694 15.0278  -0.0699
30 H -4.9311 -9.3108 13.4659  0.0507
31 H -3.9038 -10.7963 13.3631  0.0733
32 H -3.4136 -9.3451 14.2459  0.0793
33 H -5.5522 -11.4061 15.0264  0.1160
34 H -3.9774 -11.0820 15.7068  0.1053
35 H -6.2011 -9.3683 18.1352  0.0872
36 H -6.6832 -10.8276 17.2936  0.1161
37 H -5.1218 -11.2243 19.2275  0.0726
38 H -4.3547 -11.7346 17.7740  0.0599
39 H -3.9151 -10.1166 18.3327  0.0824
40 H -5.6568 -8.1058 14.8878  0.0823
41 H -6.5222 -7.7819 16.3483  0.0968
42 H -8.0861 -8.3436 14.5927  0.0556
43 H -8.1294 -9.6395 15.8054  0.0601
44 H -7.3452 -9.9686 14.3082  0.0719
45 C -8.8807 -4.5634 8.2956  -0.0914
46 C -9.8571 -3.3944 8.1404  -0.2467
47 N -11.2166 -3.6364 8.6155  -0.1775
48 C -11.9837 -2.4000 8.5571  -0.2714
49 C -12.0534 -1.7366 7.1808  -0.0874
50 C -11.2763 -4.2545 9.9406  -0.2515
51 C -12.6292 -4.8727 10.2385  -0.0801
52 H -8.5185 -4.6996 9.3173  0.0421
53 H -7.9850 -4.4445 7.6835  0.0722
54 H -9.3067 -5.5248 7.9928  0.0854
55 H -9.3927 -2.5621 8.6936  0.1033
56 H -9.8673 -3.1262 7.0863  0.1063
57 H -12.9994 -2.6236 8.8884  0.1055
58 H -11.5778 -1.6581 9.2684  0.1072
59 H -12.8249 -0.9652 7.2162  0.0700
60 H -11.0904 -1.2735 6.9758  0.0614
61 H -12.3781 -2.4346 6.4098  0.0799
62 H -11.0378 -3.4939 10.7056  0.1053
63 H -10.4918 -5.0090 9.9288  0.0854
64 H -12.5050 -5.4840 11.1374  0.0568
65 H -13.0406 -5.5149 9.4572  0.0811
66 H -13.4421 -4.1689 10.4300  0.0556
67 C -4.7190 -4.4709 13.1658  -0.0611
68 C -6.0927 -4.0492 12.6166  -0.2567
69 N -6.7277 -4.9876 11.6831  -0.1702
70 C -7.1406 -6.2107 12.3876  -0.2409
71 C -7.9574 -7.1193 11.4676  -0.0688
72 C -5.9372 -5.2174 10.4798  -0.2694
73 C -5.4931 -3.9451 9.7761  -0.0867
74 H -4.7224 -5.4802 13.5754  0.0626
75 H -4.4078 -3.7808 13.9487  0.0587
76 H -4.0029 -4.4233 12.3440  0.0663
77 H -6.7997 -3.8546 13.4240  0.0829
78 H -5.9583 -3.0998 12.0940  0.0923
79 H -7.7377 -5.8630 13.2299  0.0930
80 H -6.2641 -6.7171 12.8159  0.0969
81 H -7.4440 -7.4140 10.5566  0.0660
82 H -8.7993 -6.5190 11.1175  0.0522
83 H -8.3423 -7.9465 12.0624  0.0679
84 H -5.0704 -5.8819 10.6157  0.1214
85 H -6.6048 -5.7553 9.8057  0.0817
86 H -4.5642 -3.5225 10.1750  0.0684
87 H -5.3702 -4.0095 8.6981  0.0731
88 H -6.2008 -3.1472 10.0276  0.0545
89 C -12.7797 -2.0463 12.8031  -0.0562
90 C -12.2895 -0.6058 13.0129  -0.2310
91 N -13.3421 0.4117 13.1297  -0.1692
92 C -12.7573 1.7303 13.3327  -0.2569
93 C -12.2265 1.8841 14.7405  -0.0815
94 C -14.2037 0.3754 11.9435  -0.2556
95 C -15.4759 1.2269 12.0861  -0.0843
96 H -12.2948 -2.7242 13.5043  0.0533
97 H -12.6632 -2.4050 11.7777  0.0502
98 H -13.8532 -2.1708 12.9736  0.0674
99 H -11.7389 -0.6539 13.9549  0.0834
100 H -11.5978 -0.3407 12.2026  0.0949
101 H -11.9888 1.9391 12.5706  0.1099
102 H -13.5391 2.4707 13.1570  0.1030
103 H -11.3809 1.2373 14.9680  0.0322
104 H -11.8628 2.9053 14.8765  0.0798
105 H -13.0385 1.6598 15.4320  0.0774
106 H -14.5379 -0.6516 11.8273  0.0963
107 H -13.6848 0.7028 11.0306  0.1203
108 H -16.1231 0.9172 11.2640  0.0709
109 H -15.2675 2.2925 12.0646  0.0571
110 H -15.9981 0.9358 12.9982  0.0787
111 C -18.8628 -4.4639 15.5511  -0.0978
112 C -17.5234 -4.3823 16.2953  -0.2554
113 N -16.3983 -4.1809 15.3801  -0.1847
114 C -15.1804 -3.9349 16.1250  -0.2615
115 C -14.5385 -5.1337 16.8466  -0.0610
116 C -16.2666 -5.2550 14.3892  -0.2410
117 C -15.3089 -4.8476 13.2649  -0.0799
118 H -19.6670 -4.1108 16.1989  0.0663
119 H -19.0515 -5.4677 15.1772  0.0618
120 H -18.8982 -3.7732 14.7058  0.0759
121 H -17.5573 -3.5069 16.9460  0.1119
122 H -17.3920 -5.2783 16.9191  0.1083
123 H -14.3789 -3.5089 15.5080  0.0898
124 H -15.3321 -3.0740 16.7817  0.0947
125 H -13.8997 -4.8707 17.6897  0.0264
126 H -15.2865 -5.8174 17.2577  0.0750
127 H -13.9256 -5.7178 16.1557  0.0708
128 H -17.2133 -5.4890 13.9104  0.1011
129 H -15.9156 -6.1400 14.9364  0.1103
130 H -15.0715 -5.7827 12.7477  0.0761
131 H -14.3480 -4.5203 13.6600  0.0310
132 H -15.7108 -4.0986 12.5904  0.0747
133 C -6.3249 0.8968 18.6196  -0.0844
134 C -7.5221 0.0556 18.1390  -0.2563
135 N -7.3336 -0.6379 16.8703  -0.1888
136 C -6.1560 -1.4877 16.8832  -0.2498
137 C -6.3075 -2.6368 15.8846  -0.0756
138 C -7.3193 0.2628 15.7151  -0.2401
139 C -8.4799 1.2279 15.6286  -0.0722
140 H -6.6189 1.4129 19.5377  0.0723
141 H -5.9572 1.6233 17.8937  0.0692
142 H -5.4287 0.3458 18.9179  0.0664
143 H -7.7769 -0.6961 18.8916  0.1116
144 H -8.3762 0.7310 18.1184  0.0852
145 H -5.2571 -0.8895 16.6847  0.1184
146 H -6.0431 -1.9351 17.8728  0.1182
147 H -6.0369 -2.2914 14.8848  0.0534
148 H -5.5689 -3.3898 16.1710  0.0797
149 H -7.2859 -3.1046 15.8380  0.0542
150 H -7.3204 -0.3506 14.8133  0.0871
151 H -6.3895 0.8547 15.7210  0.1176
152 H -8.5564 1.9664 16.4275  0.0749
153 H -9.4147 0.6567 15.6287  0.0578
154 H -8.3865 1.7920 14.6994  0.0558
155 C -11.7403 1.2007 18.6341  -0.0434
156 C -11.8390 -0.1057 17.8658  -0.1991
157 O -12.5053 -1.0366 18.7301  0.0531
158 C -13.0617 -2.0844 18.1450  -0.4185
159 O -13.1557 -2.2351 16.9721  0.1439
160 C -13.5350 -3.1536 19.1541  -0.5261
161 F -14.8569 -3.3311 19.0864  0.1797
162 F -12.9429 -4.3099 18.8391  0.1174
163 F -13.2254 -2.8037 20.4008  0.1892
164 H -11.2529 1.9426 17.9986  0.0759
165 H -11.1594 1.1340 19.5521  0.0820
166 H -12.7504 1.5322 18.8739  0.0856
167 H -10.8372 -0.4767 17.6329  0.0997
168 H -12.3757 0.0184 16.9273  0.1076
169 C -10.3892 -3.0246 17.3926  -0.0156
170 C -10.2899 -2.6652 15.9026  -0.1654
171 O -10.7552 -3.6850 15.0250  0.0345
172 C -10.1245 -4.8239 14.9011  -0.4037
173 O -9.0852 -5.1448 15.4062  0.1487
174 C -10.8453 -5.7618 13.9142  -0.5334
175 F -12.1384 -5.4476 13.8269  0.1570
176 F -10.3197 -5.6536 12.6839  0.1574
177 F -10.7168 -7.0208 14.3195  0.1779
178 H -9.8705 -2.2779 17.9886  0.0859
179 H -10.0250 -4.0293 17.5995  0.0747
180 H -11.4463 -3.0565 17.6664  0.0420
181 H -9.2499 -2.4161 15.6987  0.0968
182 H -10.9322 -1.8006 15.7550  0.0996
183 C -10.7684 -6.7473 18.6104  -0.0125
184 C -9.4975 -7.1388 19.3472  -0.4894
185 O -9.3807 -6.9721 20.5362  0.0796
186 C -8.4766 -7.8688 18.5219  -0.0243
187 H -10.5045 -6.2273 17.6861  0.0593
188 H -11.3830 -6.1033 19.2344  0.0687
189 H -11.3115 -7.6525 18.3350  0.0941
190 H -8.9466 -8.7535 18.0841  0.0925
191 H -7.6412 -8.1590 19.1557  0.0762
192 H -8.0722 -7.3203 17.6712  0.0691

Atomic forces in eV per Å
C 0.5 0.1 0.7
C 0.4 0.8 -0.5
N -0.1 0.3 0.4
C 0.6 -0.1 0.7
C -0.6 -0.3 -0.3
C -0.7 0.5 -0.2
C 0.2 -0.9 -0.2
H -0.4 -0.2 -0.3
H 0.1 -0.2 -0.1
H 0.2 0.1 -0.4
H -0.2 -0.6 -0.3
H -0.4 0.2 0.3
H -0.1 -0.2 -0.1
H -0.2 0.0 -0.4
H 0.3 -0.1 -0.1
H -0.2 -0.1 0.2
H 0.3 0.1 0.1
H 0.0 0.0 -0.1
H 0.1 -0.1 0.2
H 0.1 0.3 0.3
H 0.0 0.1 -0.2
H 0.0 0.1 0.1
C -0.1 0.6 0.4
C 0.7 -0.3 -0.8
N 0.4 1.5 1.4
C -0.4 -0.6 -0.3
C -0.2 -0.4 -1.1
C 0.4 -1.1 -1.7
C -0.4 0.4 0.7
H -0.2 -0.5 -0.3
H -0.1 0.1 -0.2
H 0.1 -0.2 0.1
H -0.2 0.1 0.0
H -0.3 -0.1 0.5
H 0.0 0.3 -0.4
H 0.0 -0.2 0.4
H 0.2 0.5 0.3
H 0.1 0.1 -0.1
H 0.1 -0.2 0.6
H -0.2 0.2 0.0
H 0.3 -0.3 0.5
H -0.2 -0.2 -0.2
H -0.1 0.2 0.0
H 0.3 0.3 -0.3
C 0.0 -0.6 0.1
C 0.7 -0.4 0.4
N 0.1 0.1 -0.6
C -0.4 -0.1 0.0
C -0.2 -0.1 0.6
C -0.1 0.5 -0.9
C -0.3 -0.4 0.5
H -0.1 0.2 0.0
H -0.1 0.3 -0.1
H -0.2 0.1 -0.1
H -0.1 0.3 0.0
H -0.3 0.1 0.0
H 0.0 0.0 0.0
H 0.1 0.0 0.1
H 0.2 0.2 0.0
H -0.1 0.0 -0.5
H 0.4 -0.1 -0.1
H 0.1 -0.2 0.2
H -0.2 -0.1 0.4
H -0.3 0.1 0.0
H 0.5 -0.1 -0.2
H 0.3 0.3 0.2
C -0.3 0.1 -0.3
C 0.1 -0.1 -0.1
N 0.4 0.5 0.5
C 0.4 0.4 -0.9
C -0.3 0.8 0.5
C -0.3 -0.5 -0.6
C 0.1 1.1 0.9
H 0.0 0.0 0.1
H 0.1 0.0 0.0
H 0.2 -0.1 0.2
H 0.0 -0.1 0.0
H -0.1 0.1 0.1
H -0.2 -0.2 0.1
H 0.0 -0.3 -0.1
H 0.3 -0.5 0.3
H -0.1 -0.1 0.0
H 0.1 -0.3 -0.4
H 0.1 0.0 0.3
H 0.1 0.0 -0.2
H 0.2 -0.4 0.0
H -0.2 -0.3 0.0
H -0.3 -0.2 -0.5
C -0.7 -0.1 -0.2
C -0.3 -0.5 0.2
N -0.1 -0.4 -0.5
C -0.2 -0.3 -0.2
C 0.2 0.4 -0.1
C -0.4 0.5 0.6
C 0.3 -0.9 0.0
H 0.1 0.0 -0.3
H 0.3 0.1 0.1
H 0.1 0.3 0.3
H 0.1 0.5 -0.1
H 0.1 0.0 0.0
H 0.2 0.0 0.1
H 0.0 0.0 0.2
H 0.0 -0.2 -0.1
H -0.1 0.0 0.2
H 0.1 0.1 0.1
H 0.1 -0.1 -0.2
H 0.3 -0.2 -0.1
H -0.1 0.5 -0.1
H -0.2 0.1 -0.1
H 0.1 0.2 0.1
C 0.1 0.3 0.1
C -0.2 0.3 -0.7
N -0.6 0.0 -0.2
C 1.1 0.5 -0.1
C -0.3 -0.4 0.1
C 0.5 0.9 0.3
C 0.5 -1.2 0.6
H -0.1 -0.5 0.1
H -0.3 0.0 0.1
H 0.3 0.0 -0.1
H 0.1 -0.1 0.1
H -0.1 0.0 0.1
H -0.5 -0.3 -0.5
H -0.6 -0.5 0.2
H -1.0 -0.5 -1.6
H -0.1 0.0 -0.1
H 0.0 0.0 -0.1
H -0.3 0.1 0.3
H 0.1 -0.4 -0.5
H -0.1 0.2 -0.5
H -0.1 0.2 0.0
H -0.1 0.0 0.0
C 0.2 0.0 0.6
C 0.7 0.1 0.3
N -0.8 0.5 0.1
C -0.8 -0.5 -0.1
C 1.2 0.3 -0.1
C 0.5 0.1 0.4
C -0.4 -0.2 -0.1
H 0.0 0.2 -0.2
H -0.4 0.1 -0.1
H -0.2 -0.4 -0.2
H 0.2 0.0 0.1
H -0.2 -0.1 -0.4
H 0.2 -0.2 -0.1
H -0.1 0.2 0.1
H -0.1 -0.1 -0.1
H -0.1 -0.2 -0.2
H -0.1 0.1 0.3
H 0.1 0.1 0.1
H 0.1 -0.1 -0.2
H 0.2 -0.1 0.1
H 0.0 0.1 -0.1
H -0.1 -0.1 0.0
C -0.2 0.0 -0.4
C 0.5 0.9 0.2
O -0.1 -0.5 0.4
C -0.1 1.0 0.4
O -0.5 -0.1 -0.8
C -0.3 0.8 0.4
F 0.2 0.1 0.2
F 1.1 0.5 1.7
F 0.0 -0.4 0.0
H -0.1 0.0 0.0
H 0.0 -0.3 0.0
H 0.1 0.2 0.1
H -0.2 -0.1 0.1
H -0.2 -0.1 0.1
C -0.7 -0.8 -0.5
C 0.8 0.3 1.5
O -0.9 -0.1 -0.3
C 0.7 0.2 0.0
O 0.1 0.0 0.2
C -0.3 0.3 -0.1
F -0.1 -0.3 0.0
F 0.0 0.1 0.3
F -0.1 -0.1 -0.1
H 0.2 -0.1 0.0
H 0.5 0.2 0.0
H 1.2 -0.2 -0.2
H 0.0 0.0 -0.4
H 0.0 -0.1 -0.5
C 0.4 0.3 0.1
C -0.7 -0.1 -0.3
O 0.2 0.1 0.0
C 0.4 -0.2 0.1
H -0.1 -0.1 0.0
H 0.0 -0.1 0.0
H 0.0 0.0 0.0
H 0.0 -0.1 0.1
H -0.1 -0.1 0.0
H -0.3 0.4 0.1

The energy above the lowest of the compared OMol25 structures with the same formula, charge and spin is 0.00 kJ/mol. For the orbital gap, the calculation gives 8.5 eV. As for the multiplicity: 1. As for the charge: 0. Its HOMO energy is -7.955 eV.